# 1
61
Properties=species:S:1:pos:R:3:mulliken_charge:R:1 method="wB97M-V/def2-TZVPD" e_lumo_ev="-10.511 / -10.565" gap_ev="2.820 / 2.766" homo_energy_ev="-13.33 / -13.33" multiplicity=2 relative_energy_ev=5.713 fmax_ev_per_a=5.526 charge=+2
Hf 1.63 -3.33 -2.23 0.994
P -0.75 -2.80 -2.26 0.737
P 0.97 -0.34 -2.38 0.820
O 1.37 -5.09 -2.06 -0.704
N -0.05 0.92 4.49 -0.243
C 0.88 2.27 0.30 -1.276
C -1.81 0.80 6.10 -0.734
C -1.54 3.50 1.46 -0.474
C 0.45 -1.06 -4.02 -0.708
C 0.86 0.92 5.46 -0.126
C -0.87 0.87 7.12 -0.140
C 0.65 2.43 1.82 -0.238
C -1.35 0.83 4.77 0.134
C -0.98 0.47 0.03 -0.134
C -1.88 2.87 0.14 -0.813
C 2.39 0.74 -2.81 -1.163
C 2.62 -3.73 -4.31 -1.099
C 0.50 0.91 6.82 -0.639
C -2.20 1.35 0.14 -0.828
C 2.08 -3.03 0.08 -1.067
C 0.30 0.94 0.07 -0.167
C -0.40 3.41 2.17 -0.677
C -2.34 -3.50 -1.80 -0.990
C -0.29 1.13 -2.79 -1.198
C -0.90 -1.76 -3.77 -0.788
H 0.44 3.09 -0.27 0.543
H 0.40 -0.31 -4.82 0.729
H -2.74 3.41 -0.26 0.578
H 1.92 0.90 5.17 0.373
H -0.09 2.03 -2.18 0.258
H -0.25 3.98 3.09 0.423
H 2.55 1.57 -2.11 0.324
H -2.86 1.18 -0.73 0.377
H 1.52 -3.87 0.55 0.365
H 0.33 1.47 2.27 0.128
H 3.08 -3.04 0.53 0.438
H -1.73 -1.04 -3.71 0.428
H 2.32 1.16 -3.82 0.416
H -0.28 1.48 -3.84 0.598
H 1.97 2.36 0.11 0.573
H -2.80 1.03 1.00 0.405
H -1.19 0.86 8.16 0.381
H 1.58 -2.14 0.46 0.168
H 1.24 -1.79 -4.25 -0.053
H -1.32 0.81 -2.56 0.212
H -1.18 -2.49 -4.55 0.609
H -2.78 -3.97 -2.71 0.419
H 3.14 -4.64 -4.62 0.359
H 3.25 -2.90 -4.66 0.401
H -3.07 -2.82 -1.33 0.390
H 3.27 0.10 -2.75 0.413
H 1.66 -3.69 -4.89 0.325
H 1.28 0.93 7.58 0.366
H -2.18 -4.32 -1.06 0.392
H -2.89 0.73 6.29 0.362
H 1.60 2.69 2.30 0.420
H -2.07 0.77 3.94 0.218
H -1.09 3.04 -0.60 0.140
H -1.12 -0.60 -0.26 0.155
H 1.09 0.19 0.13 0.490
H -2.35 4.13 1.83 0.399

---

# 2
5
Properties=species:S:1:pos:R:3:mulliken_charge:R:1 method="wB97M-V/def2-TZVPD" e_lumo_ev="1.170 / 1.158" gap_ev="4.807 / 4.794" homo_energy_ev="-3.64 / -3.64" relative_energy_ev=1.268 fmax_ev_per_a=3.362 charge=-1
Cl 4.02 -0.13 0.06 -0.970
O 0.04 -1.55 -0.17 -0.416
O -0.80 1.73 -0.02 -0.481
N -0.68 0.53 -0.06 0.471
N 0.08 -0.37 0.14 0.396

---

# 3
58
Properties=species:S:1:pos:R:3:mulliken_charge:R:1 method="wB97M-V/def2-TZVPD" e_lumo_ev="-0.031 / -0.131" gap_ev="5.609 / 7.676" homo_energy_ev="-5.64 / -7.81" multiplicity=3 relative_energy_ev=0.104 fmax_ev_per_a=0.641
I -2.09 0.76 1.83 0.059
Ti 0.23 0.10 -0.05 -0.189
O 1.53 1.04 1.05 -0.916
O 3.32 -3.24 3.87 -0.541
O -1.41 1.98 -3.38 -0.740
N -0.18 1.51 -1.48 0.082
N 0.18 -1.38 1.42 0.280
N 1.81 -0.19 -1.49 0.303
N 5.04 0.44 1.61 -0.685
N -1.55 -0.77 -1.24 0.442
C 3.88 1.03 1.29 0.837
C 1.04 2.07 -2.02 -0.978
C 3.85 -1.58 2.15 0.442
C 3.93 2.47 0.87 -1.102
C -2.13 -1.32 2.11 0.259
C -2.15 -4.03 2.56 -0.871
C 2.60 -0.98 1.81 0.226
C -1.20 1.36 -2.35 0.120
C 3.30 1.15 -2.75 -1.009
C -3.32 -3.30 2.75 -0.584
C 3.94 -3.00 2.61 -0.903
C 5.00 -0.83 2.02 -0.953
C -2.23 -1.91 -1.05 -0.239
C -0.99 -3.41 2.15 0.070
C 1.40 -1.73 1.95 -0.963
C -3.34 0.04 -2.61 -0.721
C 2.70 -1.19 -1.50 -0.064
C -3.30 -1.93 2.52 -0.567
C -3.48 -2.12 -1.60 -0.948
C 2.65 0.37 1.37 0.875
C -4.05 -1.13 -2.38 -0.306
C 3.92 -1.08 -2.14 -0.969
C 2.09 0.97 -2.10 0.648
C -0.95 -2.03 1.89 -0.193
C -2.09 0.18 -2.02 0.595
C 4.22 0.12 -2.77 -0.201
H 4.62 -1.90 -2.12 0.443
H 5.00 -3.30 2.64 0.370
H 1.43 -2.59 2.61 0.895
H -4.23 -3.78 3.07 0.407
H 5.17 0.25 -3.27 0.411
H -3.70 0.83 -3.24 0.494
H 0.88 2.47 -3.02 0.572
H 3.35 2.63 -0.04 0.115
H 2.42 -2.08 -0.96 0.492
H 3.50 3.11 1.64 0.291
H 1.43 2.88 -1.40 0.296
H -3.99 -3.06 -1.42 0.450
H -0.09 -4.00 1.98 0.477
H -5.03 -1.27 -2.82 0.428
H 4.96 2.76 0.70 0.382
H -4.20 -1.34 2.67 0.408
H -1.75 -2.66 -0.44 0.593
H -2.15 -5.10 2.74 0.381
H 3.43 -3.67 1.91 0.353
H 3.51 2.10 -3.23 0.465
H 5.95 -1.28 2.27 0.325
H 3.62 -2.55 4.48 0.353

---

# 4
99
Properties=species:S:1:pos:R:3:mulliken_charge:R:1 method="wB97M-V/def2-TZVPD" e_lumo_ev="1.077 / 0.930" gap_ev="5.656 / 5.523" homo_energy_ev="-4.58 / -4.59" fmax_ev_per_a=2.508 charge=-1
Br -5.37 -2.50 3.14 -0.156
Br -8.02 -3.12 1.19 -0.197
Br -7.91 -2.25 -1.99 -0.202
Br -5.17 -0.76 -3.18 -0.168
Se -3.75 1.91 0.75 -0.346
Se 1.09 5.77 -1.39 -0.328
Co -1.79 -0.55 0.42 0.155
P -1.85 2.69 1.21 0.892
P 1.80 3.96 -0.59 0.528
O -3.08 -0.49 -0.93 -0.464
O -0.49 -1.00 1.71 0.133
O -3.06 -1.43 1.41 -0.665
O -1.54 -7.18 -4.28 -0.413
N 0.46 0.45 -0.94 -0.755
N 2.67 -5.91 -0.91 -0.863
N 1.23 1.47 -1.09 -0.552
N -0.80 -1.97 -0.76 -0.129
N 2.57 -5.28 0.20 -0.383
N -0.61 0.79 -0.25 1.576
C 0.25 -6.17 -1.30 -0.001
C 0.23 -2.00 1.38 -0.182
C -3.21 6.53 1.04 -0.754
C 1.22 -3.46 -1.88 -0.231
C 4.44 3.16 -1.17 -0.306
C 0.86 -7.20 -3.81 -0.309
C -0.47 -6.96 -3.46 0.868
C -1.30 2.12 2.85 0.476
C -0.53 2.11 0.10 -0.159
C 3.86 4.16 3.52 -0.549
C -1.65 0.72 4.78 -0.694
C -5.27 -1.35 -1.40 -0.153
C -0.48 1.19 5.34 -0.792
C -0.78 5.29 1.52 0.103
C -2.07 1.18 3.54 -0.260
C -0.87 6.67 1.56 -1.046
C 0.68 2.54 -0.47 0.151
C 1.60 -6.34 -1.66 -0.336
C 3.66 5.32 2.79 -0.732
C -0.11 2.57 3.41 0.217
C 2.79 2.89 1.78 -0.368
C -1.31 -7.84 -5.50 -0.888
C 0.18 -2.47 0.02 1.849
C 1.12 -2.65 2.25 -1.360
C -4.16 -1.14 -0.59 0.255
C 5.46 2.79 -2.03 -0.807
C 1.14 -3.38 -0.48 0.227
C 5.20 2.60 -3.38 -0.447
C -6.47 -2.33 0.47 0.194
C 3.91 2.80 -3.87 -0.735
C 1.89 -3.71 1.82 -0.475
C 0.30 2.11 4.65 -0.962
C -5.36 -2.12 1.29 -0.171
C 0.26 -2.88 -2.66 -1.487
C 1.88 -6.90 -2.92 -0.491
C -6.42 -1.96 -0.87 0.276
C 2.58 4.06 1.06 0.304
C 2.90 3.19 -3.01 -0.497
C -1.90 4.52 1.25 0.933
C -2.09 7.29 1.31 -0.528
C 1.91 -4.15 0.48 -0.309
C 3.15 3.35 -1.65 0.858
C -4.18 -1.59 0.76 0.177
C 3.42 2.94 3.02 -0.747
C -0.76 -6.46 -2.19 -0.746
C -3.12 5.15 1.02 -0.877
C 3.02 5.28 1.56 -0.408
C -0.79 -2.19 -2.05 -0.133
H 0.52 3.28 2.88 0.380
H 4.01 6.27 3.18 0.403
H -2.15 8.37 1.32 0.380
H 1.11 -7.60 -4.78 0.380
H -1.80 -6.31 -1.93 0.471
H 0.00 -5.81 -0.31 0.518
H 2.46 1.93 1.39 0.535
H -2.29 -7.99 -5.95 0.249
H 3.56 2.03 3.58 0.494
H 1.90 3.37 -3.39 0.401
H -4.16 7.01 0.86 0.403
H 0.19 4.83 1.68 0.159
H 4.37 4.19 4.48 0.410
H 1.16 -2.32 3.28 0.487
H 4.66 3.31 -0.12 0.295
H 0.29 -2.96 -3.74 0.503
H 5.99 2.30 -4.05 0.367
H 2.51 -4.26 2.52 0.447
H 2.91 -7.08 -3.18 0.412
H 6.46 2.63 -1.64 0.404
H 3.70 2.65 -4.92 0.386
H 2.06 -3.97 -2.34 0.740
H -0.69 -7.24 -6.18 0.328
H -0.17 0.85 6.32 0.380
H 0.01 7.27 1.75 0.440
H -1.63 -1.81 -2.61 0.712
H -4.00 4.55 0.82 0.273
H -2.99 0.82 3.11 0.237
H 1.23 2.47 5.07 0.515
H 2.86 6.18 0.99 0.471
H -0.82 -8.81 -5.34 0.361
H -2.25 -0.02 5.30 0.449

---

# 5
33
Properties=species:S:1:pos:R:3:mulliken_charge:R:1 method="wB97M-V/def2-TZVPD" e_lumo_ev=0.554 gap_ev=8.238 homo_energy_ev=-7.68 relative_energy_ev=4.507 fmax_ev_per_a=5.836
Si -1.15 -1.43 -0.30 0.190
N -0.08 -0.08 -0.20 0.002
C -1.84 3.59 1.11 -1.128
C 3.56 -0.89 -0.09 -0.539
C 4.11 0.23 -0.76 -0.724
C 3.29 1.35 -0.85 -0.192
C -0.28 -2.85 -1.35 -1.092
C -1.36 2.33 0.43 0.193
C -2.71 -0.78 -1.13 -1.084
C -1.70 -1.89 1.53 -0.953
C 1.31 0.12 -0.21 0.489
C 1.92 1.29 -0.65 -0.167
C 2.21 -0.99 0.06 -0.364
C -0.69 1.41 1.01 -0.665
H -2.83 4.04 0.74 0.316
H -2.61 -0.14 -1.91 0.398
H -0.36 1.05 2.00 0.420
H -1.44 -0.95 2.16 0.187
H 0.86 -2.70 -1.19 0.278
H -2.86 -2.06 1.55 0.288
H -3.16 -1.77 -1.37 0.280
H -2.17 3.34 2.17 0.296
H -3.32 -0.36 -0.29 0.267
H -1.03 4.45 1.18 0.233
H 1.91 -1.78 0.69 0.437
H 1.18 2.16 -0.65 0.158
H 5.15 0.33 -0.84 0.387
H -1.29 -2.82 1.94 0.369
H -0.45 -3.09 -2.37 0.396
H 3.71 2.39 -1.00 0.267
H -0.51 -3.86 -0.84 0.317
H -1.50 2.17 -0.62 0.422
H 4.12 -1.82 0.05 0.318

---

# 6
68
Properties=species:S:1:pos:R:3:mulliken_charge:R:1 method="wB97M-V/def2-TZVPD" e_lumo_ev=-7.851 gap_ev=6.248 homo_energy_ev=-14.10 relative_energy_ev=0.000 fmax_ev_per_a=0.396 charge=+2
Pt -0.78 1.61 0.09 1.926
Br -0.74 4.01 -0.14 -0.355
S 4.86 2.79 -3.06 -0.064
Si -1.56 -0.48 2.06 -0.216
N 0.98 1.80 -0.90 0.075
N 7.03 -1.14 -2.21 -0.517
N -1.12 -0.45 -0.61 0.356
C 3.34 2.11 -0.85 -0.780
C -1.97 -3.00 5.89 -0.447
C -2.82 0.83 1.63 0.545
C 5.54 0.17 -3.56 -0.201
C 6.22 -1.01 -3.26 -0.440
C -1.44 -1.46 0.47 -0.760
C 0.02 0.52 1.68 -1.626
C -2.50 2.20 1.77 -0.346
C -4.98 1.47 0.74 -0.607
C -3.44 3.19 1.39 -0.528
C -2.77 -1.88 5.72 -0.739
C -2.23 -1.02 -2.83 -0.825
C -0.26 -2.33 -2.04 -0.695
C 3.36 2.39 -2.21 0.428
C 7.21 -0.08 -1.43 -0.456
C 0.98 2.09 -2.21 -0.230
C -1.06 -3.37 4.91 -0.770
C 6.58 1.14 -1.64 -0.022
C -1.73 -1.48 3.58 0.648
C -4.65 2.83 0.87 -0.623
C -1.70 -2.42 -2.57 -0.591
C 2.14 1.82 -0.22 -0.324
C -2.30 -0.21 -1.53 -0.758
C 2.14 2.37 -2.90 -0.785
C -0.94 -2.62 3.76 -0.407
C -4.08 0.49 1.10 -0.752
C -2.65 -1.12 4.57 -0.211
C 0.04 -0.97 -1.41 -1.396
C 5.72 1.25 -2.72 0.159
H 7.89 -0.20 -0.60 0.373
H 6.79 1.99 -1.00 0.496
H 0.90 -1.01 -0.76 0.386
H -1.69 2.51 2.43 0.524
H -2.33 0.86 -1.77 0.213
H 4.25 2.13 -0.27 0.429
H -0.44 -4.25 5.05 0.414
H -0.63 -2.19 0.53 0.629
H -3.20 4.23 1.55 0.636
H -1.73 -3.01 -3.48 0.456
H -3.27 -0.24 4.45 0.366
H 0.24 -0.24 -2.19 0.492
H -5.38 3.58 0.60 0.480
H 4.91 0.23 -4.44 0.437
H 0.84 -0.12 1.35 0.669
H -3.19 -0.44 -0.96 0.373
H -2.06 -3.60 6.79 0.408
H 0.02 2.09 -2.72 0.520
H -3.47 -1.59 6.49 0.408
H -5.96 1.19 0.36 0.473
H 0.40 1.28 2.36 0.747
H 0.46 -2.45 -2.86 0.479
H -4.36 -0.55 1.00 0.551
H 6.11 -1.88 -3.90 0.376
H -2.34 -2.93 -1.86 0.240
H -2.33 -2.01 0.19 0.429
H -0.22 -2.93 3.01 0.274
H 2.11 1.62 0.83 0.463
H 2.10 2.59 -3.95 0.493
H -3.24 -1.05 -3.25 0.443
H -0.05 -3.14 -1.34 0.302
H -1.61 -0.51 -3.56 0.358

---

# 7
12
Properties=species:S:1:pos:R:3:mulliken_charge:R:1 method="wB97M-V/def2-TZVPD" e_lumo_ev="-14.510 / -14.484" gap_ev="5.869 / 5.894" homo_energy_ev="-20.38 / -20.38" relative_energy_ev=1.973 fmax_ev_per_a=8.570 charge=+2
Ga 1.59 1.85 -1.99 1.151
O 2.12 0.63 -0.49 -0.224
O -0.11 0.88 -0.36 -0.290
O 0.89 -0.79 0.82 -0.148
C -1.16 0.29 0.38 -0.223
C 1.14 -0.06 -0.23 0.612
C -0.54 -0.99 0.95 -0.352
H -0.81 -1.86 0.34 0.306
H -2.00 0.07 -0.29 0.314
H -0.75 -1.14 2.01 0.321
H 1.07 0.14 -2.32 0.251
H -1.45 0.98 1.18 0.282

---

# 8
51
Properties=species:S:1:pos:R:3:mulliken_charge:R:1 method="wB97M-V/def2-TZVPD" e_lumo_ev=-3.803 gap_ev=7.440 homo_energy_ev=-11.24 fmax_ev_per_a=5.343 charge=+1
I 1.28 3.40 1.22 0.154
I 3.88 1.06 0.27 0.155
O 3.41 -1.14 -3.47 -0.178
O -4.38 1.97 6.14 -0.386
N -0.97 1.18 -1.67 0.117
N 6.07 -0.21 -4.03 -0.714
N -1.73 0.99 0.49 0.229
N -3.45 1.56 3.46 -0.626
C -2.78 0.73 -0.45 -0.163
C 5.71 -2.13 -5.48 -1.392
C 4.53 -1.98 -3.21 -0.795
C 5.78 -1.65 -4.03 0.298
C -2.33 0.82 -1.81 -0.461
C -0.65 1.27 -0.34 0.218
C -3.64 0.40 4.36 0.479
C 0.79 1.63 0.08 -0.348
C 1.47 -0.57 -1.13 -0.782
C -3.60 0.83 5.84 -0.762
C 1.81 0.76 -0.27 -0.139
C -4.93 -0.31 3.96 -1.521
C -5.76 1.70 6.34 -0.638
C 2.67 -1.51 -4.63 -0.762
H 4.76 -1.82 -2.15 0.342
H 2.64 -2.59 -4.77 0.355
H -6.16 2.48 7.00 0.265
H 4.25 -3.04 -3.30 0.455
H 3.07 -1.01 -5.51 0.252
H 0.55 -1.08 -0.72 0.346
H -5.20 -1.07 4.71 0.370
H -2.57 1.11 6.07 0.325
H -3.83 0.47 -0.22 0.360
H 6.70 -2.12 -5.93 0.358
H 6.63 -2.16 -3.56 0.415
H -3.85 -0.01 6.50 0.459
H 2.31 -1.30 -1.13 0.324
H -2.82 -0.30 4.19 0.353
H -4.81 -0.82 3.01 0.336
H -5.77 0.37 3.85 0.310
H -4.11 2.28 3.75 0.266
H 1.64 -1.15 -4.49 0.199
H 5.33 -3.15 -5.53 0.345
H 1.19 -0.23 -2.17 0.056
H -2.54 1.97 3.66 0.287
H -6.30 1.77 5.39 0.220
H 6.22 0.09 -3.07 0.254
H -5.93 0.73 6.81 0.302
H -1.77 0.98 1.51 0.167
H -2.86 0.65 -2.78 0.384
H 5.21 0.28 -4.30 0.319
H -0.25 1.36 -2.37 0.312
H 5.07 -1.50 -6.10 0.281

---

Values of E, in order: -44720.780; -19593.752; -72130.773; -534494.389; -22116.701; -127049.738; -61685.205; -41236.194, all in eV.